No. 1
Here is 7 unconnected molecules or ions with the total composition C30H79N5O11 in a non-equilibrium geometry from the Open Molecules 2025 dataset. Energies are from ωB97M-V with the def2-TZVPD basis set.

Properties
Structure (SMILES)   COC[C@H](C)N.COCCNCCOC.COCCNCCOC.COCCNCCOC.COCCNCCOC.CO.CO
LUMO level   0.596 eV
Total charge   0

```
125
C30H79N5O11 ωB97M-V with the def2-TZVPD basis set
C -5.174 3.455 -5.926
O -4.627 2.686 -4.844
C -3.366 3.147 -4.282
C -2.796 2.419 -3.047
C -3.646 2.501 -1.837
N -1.448 2.873 -2.785
H -4.459 3.828 -6.659
H -5.689 4.359 -5.601
H -5.907 2.848 -6.459
H -2.559 3.075 -5.011
H -3.459 4.217 -4.096
H -2.745 1.342 -3.211
H -3.443 3.483 -1.411
H -3.443 1.827 -1.005
H -4.699 2.406 -2.100
H -1.355 3.860 -2.978
H -0.937 2.733 -3.645
C 1.993 7.169 6.709
O 1.077 7.447 5.608
C 1.363 8.573 4.842
C 0.887 8.307 3.475
N -0.534 8.083 3.380
C -1.086 7.157 2.344
C -0.718 7.459 0.918
O -0.933 6.351 -0.026
C -0.160 5.193 0.283
H 2.442 6.288 6.252
H 1.475 6.866 7.619
H 2.891 7.737 6.953
H 2.449 8.642 4.773
H 0.967 9.504 5.247
H 1.358 7.361 3.208
H 1.043 9.167 2.824
H -0.759 7.588 4.231
H -2.172 7.172 2.435
H -0.818 6.133 2.605
H 0.320 7.789 0.867
H -1.293 8.343 0.644
H -0.071 4.603 -0.629
H -0.654 4.580 1.037
H 0.880 5.354 0.565
C -1.352 -2.228 1.961
O -1.225 -3.602 2.278
C -1.661 -3.997 3.609
C -3.181 -3.672 4.001
N -4.146 -4.070 2.934
C -4.832 -5.302 3.161
C -6.080 -5.109 4.018
O -7.285 -4.835 3.289
C -7.336 -3.724 2.506
H -0.626 -1.727 2.603
H -2.202 -1.572 2.153
H -0.999 -2.082 0.940
H -1.065 -3.486 4.365
H -1.512 -5.077 3.604
H -3.309 -2.626 4.279
H -3.278 -4.267 4.909
H -3.445 -4.215 2.222
H -4.045 -5.956 3.537
H -5.096 -5.747 2.202
H -5.948 -4.401 4.835
H -6.372 -6.000 4.573
H -8.155 -3.612 1.796
H -6.585 -3.750 1.717
H -7.318 -2.812 3.103
C 1.850 -4.124 -10.866
O 1.507 -3.651 -9.628
C 1.083 -4.585 -8.598
C 1.626 -4.130 -7.248
N 0.729 -3.261 -6.458
C 1.281 -2.827 -5.204
C 0.236 -1.997 -4.506
O -0.248 -0.951 -5.309
C -1.096 -0.086 -4.625
H 2.600 -4.900 -10.713
H 2.203 -3.347 -11.545
H 0.969 -4.504 -11.383
H 1.442 -5.591 -8.818
H 0.017 -4.810 -8.561
H 2.545 -3.600 -7.500
H 1.967 -4.965 -6.636
H 0.473 -2.467 -7.027
H 2.157 -2.190 -5.321
H 1.494 -3.767 -4.694
H 0.574 -1.677 -3.520
H -0.649 -2.595 -4.288
H -1.413 0.793 -5.188
H -0.803 0.223 -3.622
H -2.113 -0.472 -4.556
C 8.410 -3.598 5.616
O 7.443 -3.589 4.623
C 7.855 -4.192 3.387
C 6.761 -4.555 2.441
N 6.009 -3.463 1.974
C 4.907 -3.185 2.884
C 4.054 -2.007 2.259
O 3.464 -2.509 1.048
C 2.640 -1.553 0.429
H 8.843 -2.598 5.601
H 9.242 -4.302 5.576
H 7.837 -3.833 6.514
H 8.378 -5.132 3.558
H 8.636 -3.640 2.863
H 6.239 -5.377 2.931
H 7.278 -5.040 1.614
H 5.699 -3.719 1.048
H 5.255 -2.833 3.855
H 4.318 -4.070 3.124
H 4.766 -1.215 2.027
H 3.141 -1.732 2.787
H 2.834 -0.513 0.695
H 1.635 -1.701 0.824
H 2.522 -1.710 -0.643
C 0.074 0.511 -0.881
O -0.858 1.492 -0.314
H -0.321 -0.260 -1.543
H 0.970 0.985 -1.282
H 0.504 0.132 0.046
H -1.240 2.129 -0.922
C -1.565 1.952 3.274
O -1.090 0.967 2.402
H -2.511 1.624 3.706
H -1.000 1.926 4.206
H -1.575 2.921 2.776
H -1.123 1.112 1.454
```



No. 2
Here is a molecular structure, C30H80B2F8FeO30S10 in a non-equilibrium geometry from the Open Molecules 2025 dataset. Energies are from ωB97M-V with the def2-TZVPD basis set.

Properties
LUMO level (spin up / spin down)   -0.535 / -0.535 eV
Spin multiplicity   5
Total charge   0

```
161
C30H80B2F8FeO30S10 ωB97M-V with the def2-TZVPD basis set
Fe 32.968 23.992 -14.734
B 35.467 23.725 -16.118
F 35.431 22.897 -15.022
F 36.610 24.497 -16.068
F 35.308 23.070 -17.332
F 34.350 24.536 -15.947
B 32.561 26.584 -14.150
F 32.112 25.840 -15.170
F 33.788 26.056 -13.760
F 32.595 27.908 -14.527
F 31.722 26.255 -13.142
O 34.087 19.605 -20.835
S 34.289 18.131 -20.681
O 33.462 17.210 -21.431
O 35.860 17.768 -20.794
C 36.868 18.625 -20.234
C 37.710 19.142 -21.394
C 34.134 17.751 -18.866
H 37.527 18.113 -19.533
H 36.347 19.400 -19.671
H 38.258 18.286 -21.788
H 38.444 19.808 -20.940
H 37.148 19.646 -22.180
H 34.818 18.201 -18.147
H 34.131 16.664 -18.789
H 33.096 18.011 -18.656
O 36.662 21.298 -12.532
S 37.681 22.203 -12.027
O 38.039 22.199 -10.584
O 39.147 21.869 -12.811
C 39.035 21.556 -14.220
C 39.461 20.130 -14.212
C 37.435 23.928 -12.604
H 39.759 22.134 -14.796
H 38.032 21.732 -14.610
H 40.428 19.901 -13.765
H 39.469 19.683 -15.206
H 38.698 19.558 -13.684
H 37.415 23.851 -13.691
H 38.305 24.515 -12.308
H 36.487 24.247 -12.171
O 31.092 23.486 -13.901
S 29.618 23.511 -13.931
O 28.866 24.421 -13.064
O 29.154 23.793 -15.475
C 27.768 23.815 -15.822
C 27.553 24.167 -17.294
C 29.012 21.716 -13.844
H 27.287 24.631 -15.282
H 27.242 22.901 -15.545
H 28.111 24.976 -17.766
H 26.566 24.622 -17.382
H 27.561 23.298 -17.951
H 29.667 21.271 -13.096
H 29.146 21.246 -14.818
H 27.999 21.751 -13.443
O 38.826 23.527 -21.728
S 39.238 22.865 -20.463
O 40.179 21.783 -20.581
O 39.845 24.014 -19.392
C 40.310 23.640 -18.121
C 39.875 24.859 -17.280
C 37.643 22.403 -19.648
H 41.383 23.453 -18.154
H 39.824 22.754 -17.713
H 40.155 25.829 -17.692
H 40.226 24.915 -16.250
H 38.788 24.858 -17.355
H 37.841 22.179 -18.600
H 37.177 21.525 -20.094
H 36.904 23.204 -19.652
O 34.692 23.023 -10.645
S 33.426 23.090 -11.383
O 33.497 23.720 -12.708
O 32.675 21.602 -11.499
C 32.229 20.943 -10.326
C 32.122 19.459 -10.658
C 32.205 23.931 -10.292
H 31.253 21.330 -10.033
H 32.992 21.112 -9.567
H 33.094 18.969 -10.722
H 31.634 19.267 -11.613
H 31.596 18.821 -9.947
H 32.748 24.837 -10.022
H 31.906 23.338 -9.427
H 31.329 24.279 -10.841
O 33.218 19.818 -16.243
S 33.021 20.403 -14.890
O 32.980 21.870 -14.763
O 31.637 19.849 -14.189
C 31.341 18.499 -14.286
C 29.885 18.295 -13.663
C 34.369 19.791 -13.824
H 32.003 17.927 -13.635
H 31.345 18.049 -15.279
H 29.801 18.550 -12.607
H 29.614 17.239 -13.696
H 29.141 18.890 -14.194
H 34.233 18.710 -13.793
H 34.305 20.188 -12.811
H 35.255 20.149 -14.348
O 30.430 23.621 -18.557
S 31.369 22.876 -17.676
O 32.136 23.519 -16.603
O 30.685 21.545 -17.006
C 29.770 20.825 -17.848
C 29.525 19.363 -17.352
C 32.636 22.084 -18.740
H 30.142 20.666 -18.860
H 28.871 21.440 -17.821
H 30.548 19.041 -17.157
H 29.022 18.744 -18.094
H 29.019 19.336 -16.387
H 31.971 21.771 -19.545
H 33.058 21.269 -18.152
H 33.333 22.860 -19.059
O 34.188 24.771 -20.346
S 34.202 26.195 -20.075
O 35.462 26.992 -20.154
O 33.016 27.003 -21.020
C 33.122 27.070 -22.443
C 31.962 27.919 -22.861
C 33.381 26.444 -18.452
H 33.088 26.085 -22.909
H 34.082 27.495 -22.735
H 31.990 27.893 -23.951
H 32.136 28.961 -22.596
H 30.987 27.548 -22.545
H 32.335 26.141 -18.404
H 33.397 27.533 -18.414
H 33.956 25.866 -17.729
O 33.250 22.044 -24.187
S 34.691 21.702 -24.100
O 35.223 20.324 -24.259
O 35.483 22.671 -25.198
C 34.765 23.455 -26.159
C 34.236 24.729 -25.550
C 35.471 22.443 -22.534
H 33.989 23.018 -26.788
H 35.404 23.701 -27.008
H 34.098 25.560 -26.242
H 34.995 25.169 -24.904
H 33.250 24.568 -25.113
H 36.547 22.343 -22.680
H 35.147 21.907 -21.642
H 35.091 23.460 -22.632
O 39.207 30.341 -12.506
S 39.051 29.185 -13.432
O 39.801 27.926 -13.148
O 37.465 28.713 -13.544
C 37.074 27.562 -14.200
C 35.913 27.912 -15.121
C 39.254 29.679 -15.256
H 36.818 26.875 -13.393
H 37.818 27.065 -14.823
H 35.414 26.988 -15.415
H 36.271 28.480 -15.980
H 35.159 28.551 -14.662
H 40.161 30.245 -15.467
H 38.464 30.371 -15.550
H 39.319 28.765 -15.846
```



No. 3
Here is a molecular structure, C30H80FeN7O9 in a non-equilibrium geometry from the Open Molecules 2025 dataset. Energies are from ωB97M-V with the def2-TZVPD basis set.

Properties
LUMO level (spin up / spin down)   -3.017 / -3.573 eV
Spin multiplicity   5
Total charge   +1

```
127
C30H80FeN7O9 ωB97M-V with the def2-TZVPD basis set
Fe 1.885 -3.224 1.204
C 0.083 -0.412 -1.328
C 0.678 -1.482 -0.459
O 1.846 -1.899 -0.704
O 0.122 -1.903 0.590
H -0.146 -0.860 -2.296
H 0.810 0.361 -1.569
H -0.855 -0.025 -0.938
C 1.208 2.296 2.536
C 0.568 1.373 3.579
C -0.905 1.721 3.846
O -1.077 3.048 4.315
C -2.308 3.180 5.009
N 0.653 0.013 3.055
H 2.279 2.114 2.439
H 0.975 3.346 2.701
H 0.816 2.077 1.535
H 1.174 1.500 4.478
H -1.382 0.932 4.444
H -1.504 1.698 2.919
H -2.453 2.305 5.650
H -3.171 3.210 4.340
H -2.334 4.050 5.660
H 0.189 -0.573 3.752
H 0.142 -0.141 2.188
C -4.620 -0.049 0.200
C -3.480 -0.723 0.960
C -3.830 -0.934 2.424
O -4.252 0.276 3.018
C -4.611 0.152 4.367
N -3.081 -1.988 0.312
H -4.385 0.124 -0.852
H -4.760 0.928 0.662
H -5.501 -0.690 0.172
H -2.567 -0.116 0.966
H -2.966 -1.288 3.008
H -4.630 -1.687 2.501
H -4.708 1.168 4.756
H -3.841 -0.374 4.943
H -5.592 -0.307 4.530
H -2.068 -2.090 0.349
H -3.369 -2.749 0.931
C -2.158 5.333 -4.675
C -1.404 4.881 -3.413
C -0.824 3.499 -3.496
O 0.094 3.478 -4.588
C 0.987 2.379 -4.498
N -0.449 5.948 -3.126
H -2.643 6.290 -4.485
H -2.930 4.618 -4.974
H -1.505 5.522 -5.527
H -2.183 4.839 -2.641
H -1.604 2.750 -3.690
H -0.282 3.207 -2.588
H 0.438 1.433 -4.424
H 1.482 2.470 -3.520
H 1.685 2.368 -5.328
H 0.352 5.859 -3.745
H -0.068 5.825 -2.188
C 0.395 -2.862 -4.062
C 1.586 -2.207 -4.746
C 1.301 -1.892 -6.216
O 1.144 -3.067 -6.966
C 0.943 -2.805 -8.351
N 1.993 -0.975 -4.090
H -0.008 -3.668 -4.676
H -0.436 -2.182 -3.874
H 0.746 -3.321 -3.133
H 2.409 -2.934 -4.722
H 2.169 -1.326 -6.573
H 0.390 -1.284 -6.213
H 0.414 -3.670 -8.742
H 1.905 -2.649 -8.841
H 0.313 -1.921 -8.476
H 2.918 -0.630 -4.303
H 1.920 -1.018 -3.082
C 4.237 -6.081 -1.034
C 3.168 -5.035 -0.783
C 1.825 -5.670 -0.388
O 0.941 -4.692 0.165
C -0.408 -5.125 0.245
N 3.628 -4.042 0.253
H 4.258 -6.441 -2.062
H 4.208 -6.919 -0.330
H 5.257 -5.714 -0.875
H 3.049 -4.464 -1.705
H 2.005 -6.477 0.331
H 1.335 -6.095 -1.266
H -0.462 -6.000 0.904
H -0.850 -5.291 -0.735
H -1.044 -4.415 0.775
H 4.122 -4.616 0.941
H 4.372 -3.556 -0.243
C 4.488 -0.484 1.138
C 4.311 -1.447 2.307
C 4.756 -0.928 3.678
O 4.573 -2.040 4.530
C 4.756 -1.754 5.894
N 2.843 -1.756 2.391
H 5.542 -0.380 0.877
H 3.923 0.437 1.290
H 4.048 -0.843 0.200
H 4.746 -2.430 2.112
H 4.146 -0.063 3.987
H 5.773 -0.523 3.755
H 4.334 -2.571 6.484
H 4.207 -0.879 6.261
H 5.801 -1.661 6.198
H 2.835 -2.227 3.312
H 2.368 -0.861 2.620
C -1.603 2.675 0.061
C -2.184 3.964 0.595
C -3.539 3.750 1.304
O -3.966 4.949 1.891
C -5.184 4.813 2.572
N -1.217 4.577 1.544
H -2.318 2.166 -0.598
H -1.404 1.948 0.855
H -0.694 2.796 -0.524
H -2.208 4.650 -0.253
H -3.380 2.989 2.073
H -4.237 3.459 0.509
H -5.902 4.238 1.977
H -5.617 5.783 2.793
H -5.103 4.259 3.516
H -1.000 3.968 2.331
H -1.658 5.415 1.906
```



Looking at ΔE to the lowest compared entry with this formula, charge and spin for the records above, in order, we have 2.269; 0.000; 0.064 eV.